Below is a cluster of 2 separate species, C8H13Cl2FN3 in total, with properties calculated with ωB97M-V/def2-TZVPD.

Values from the calculation:
LUMO = -4.00 eV
HOMO level = -12.54 eV
Frontier orbital gap = 8.54 eV
Energy above the lowest of the compared OMol25 structures with the same formula, charge and spin = 3.8 kcal/mol
Multiplicity = 1
Charge = +1

Cartesian coordinates (Å):
C (0.74, 0.46, 1.37)
C (1.69, -0.50, 0.68)
C (1.15, 0.25, -3.76)
C (1.87, -0.80, -2.95)
C (-1.82, -1.83, 2.63)
C (-2.22, -0.70, 3.53)
C (0.58, 0.87, -1.29)
C (-0.31, 2.00, -1.41)
N (1.10, 0.57, -0.07)
N (1.08, 0.25, -2.29)
N (-2.12, -0.46, 2.07)
F (-0.96, 2.24, -0.22)
Cl (-1.49, 1.89, -2.71)
Cl (0.55, 3.58, -1.64)
H (-0.32, 0.15, 1.55)
H (1.05, 1.27, 1.96)
H (2.72, -0.40, 1.04)
H (1.70, -1.62, 0.56)
H (1.80, 1.09, -4.04)
H (0.17, 0.04, -4.20)
H (1.37, -1.78, -2.79)
H (2.97, -0.82, -2.81)
H (-0.85, -2.15, 2.64)
H (-2.61, -2.58, 2.33)
H (-3.26, -0.71, 4.03)
H (-1.51, 0.00, 4.05)
H (-3.07, -0.29, 1.74)


Below is a structure of composition C8H13F2IInO7, with properties calculated with ωB97M-V/def2-TZVPD.

Values from the calculation:
LUMO = 2.25 eV
HOMO level = -5.60 eV
Frontier orbital gap = 7.85 eV
Multiplicity = 1
Charge = -1

Cartesian coordinates (Å):
C (3.35, 3.42, 2.73)
C (2.40, 4.58, 2.60)
F (2.73, 5.58, 3.51)
In (0.25, 3.98, 2.74)
O (-0.43, 3.35, 0.89)
F (-0.88, 5.53, 3.34)
I (-0.15, 1.91, 4.61)
H (3.20, 2.84, 3.62)
H (3.26, 2.82, 1.83)
H (4.38, 3.79, 2.75)
H (2.51, 5.00, 1.60)
H (0.26, 2.76, 0.57)
C (-3.51, 0.25, -0.71)
C (-2.45, 1.31, -0.52)
O (-1.24, 0.54, -0.64)
C (-1.51, -0.57, -1.34)
O (-0.70, -1.34, -1.76)
O (-2.85, -0.72, -1.53)
H (-4.41, 0.62, -1.20)
H (-3.80, -0.22, 0.24)
H (-2.46, 2.06, -1.31)
H (-2.49, 1.81, 0.44)
C (-0.52, -5.04, -2.12)
C (0.56, -4.00, -1.94)
O (1.76, -4.79, -2.05)
C (1.46, -5.90, -2.76)
O (2.27, -6.68, -3.17)
O (0.13, -6.02, -2.94)
H (-1.41, -4.65, -2.61)
H (-0.81, -5.51, -1.17)
H (0.55, -3.25, -2.72)
H (0.52, -3.50, -0.98)


Below is a structure of composition C8H13FN4O5Tm, with properties calculated with ωB97M-V/def2-TZVPD.

Values from the calculation:
LUMO (spin up / spin down) = 2.72 / 2.72 eV
HOMO level (spin up / spin down) = -5.44 / -5.45 eV
⟨S²⟩ = 2.00
Frontier orbital gap (spin up / spin down) = 8.16 / 8.17 eV
Energy above the lowest of the compared OMol25 structures with the same formula, charge and spin = 7.3 kcal/mol
Multiplicity = 3
Charge = -1

Cartesian coordinates (Å):
Tm (-0.76, -0.69, -0.48)
N (1.02, -2.42, -0.41)
C (1.42, -3.04, -1.67)
C (0.99, -2.20, -2.89)
O (1.41, -2.40, -4.07)
N (0.05, -1.27, -2.56)
C (-0.68, -0.67, -3.61)
C (-1.76, 0.43, -3.11)
O (-2.63, 0.92, -3.84)
O (-1.72, 0.67, -1.78)
H (1.82, -1.87, 0.03)
H (0.67, -3.05, 0.28)
H (0.95, -4.05, -1.77)
H (2.48, -3.14, -1.68)
H (-1.16, -1.37, -4.28)
H (0.03, -0.13, -4.26)
C (0.15, 3.10, 2.20)
C (-0.10, 1.69, 1.76)
N (-0.55, 1.40, 0.59)
O (-0.95, 2.55, -0.18)
C (0.17, 0.82, 2.87)
C (0.44, 1.25, 4.31)
N (0.03, -0.49, 2.67)
O (0.22, -0.96, 1.45)
H (1.16, 3.18, 2.69)
H (-0.56, 3.45, 2.99)
H (0.14, 3.83, 1.32)
H (-1.30, 2.03, -0.96)
H (-0.37, 1.92, 4.72)
H (1.40, 1.77, 4.52)
H (0.45, 0.37, 5.04)
F (-2.45, -1.63, 0.08)


Below is the molecule C8H13I, with properties calculated with ωB97M-V/def2-TZVPD.

Values from the calculation:
LUMO (spin up / spin down) = 0.24 / 0.09 eV
HOMO level (spin up / spin down) = -7.24 / -7.41 eV
Frontier orbital gap (spin up / spin down) = 7.48 / 7.49 eV
Energy above the lowest of the compared OMol25 structures with the same formula, charge and spin = 76.1 kcal/mol
Multiplicity = 1

Cartesian coordinates (Å):
C (-0.23, -1.63, -0.98)
C (0.22, -1.49, 0.36)
C (-1.29, -0.86, -1.62)
C (-0.82, 0.61, -1.72)
C (-0.56, -0.78, 1.18)
C (-0.35, 1.35, -0.58)
C (-0.10, -0.30, 2.59)
C (1.19, 1.62, -0.44)
I (-1.66, 2.72, 0.32)
H (0.32, -2.08, -1.81)
H (1.18, -1.96, 0.37)
H (-1.39, -1.17, -2.63)
H (-2.36, -0.99, -1.26)
H (0.15, 0.43, -2.35)
H (-1.39, 1.29, -2.38)
H (-1.60, -0.55, 0.95)
H (0.93, -0.58, 2.74)
H (-0.66, -0.75, 3.40)
H (-0.20, 0.76, 2.62)
H (1.53, 1.98, -1.37)
H (1.53, 0.62, -0.28)
H (1.34, 2.32, 0.35)


Below is a structure of composition C8H13MoNO, with properties calculated with ωB97M-V/def2-TZVPD.

Values from the calculation:
LUMO (spin up / spin down) = -0.44 / -1.62 eV
HOMO level (spin up / spin down) = -7.56 / -7.55 eV
⟨S²⟩ = 2.04
Frontier orbital gap (spin up / spin down) = 7.12 / 5.93 eV
Energy above the lowest of the compared OMol25 structures with the same formula, charge and spin = 34.2 kcal/mol
Multiplicity = 3

Cartesian coordinates (Å):
C (-0.58, 0.75, -2.01)
C (0.82, 0.84, -1.67)
C (0.99, 1.72, -0.55)
C (-0.30, 2.14, -0.13)
C (-1.28, 1.59, -1.03)
Mo (-0.46, -0.37, -0.12)
N (-2.04, -0.20, 0.80)
C (0.09, -2.28, -0.87)
C (1.35, -1.70, -0.51)
H (1.95, 2.13, -0.19)
H (1.64, 0.46, -2.29)
H (-0.50, 2.91, 0.64)
H (-2.35, 1.81, -1.04)
H (-1.03, 0.21, -2.84)
H (2.04, -1.37, -1.29)
H (-0.36, -3.07, -0.24)
H (-2.56, -1.04, 0.57)
H (1.89, -2.03, 0.38)
H (-0.34, -2.17, -1.90)
C (0.18, -0.06, 3.10)
O (1.09, -0.16, 2.06)
H (-0.72, 0.49, 2.77)
H (0.64, 0.46, 3.96)
H (-0.16, -1.08, 3.37)


Below is the molecule C8H13N, with properties calculated with ωB97M-V/def2-TZVPD.

Values from the calculation:
LUMO = 0.93 eV
HOMO level = -8.88 eV
Frontier orbital gap = 9.81 eV
Energy above the lowest of the compared OMol25 structures with the same formula, charge and spin = 133.4 kcal/mol
Multiplicity = 1
Structure (SMILES) = C=C1C[C@@H]2N[C@H]1[C@@H]2CC

Cartesian coordinates (Å):
C (0.34, -2.29, 1.88)
C (0.99, -0.95, 1.07)
C (0.49, -0.76, -0.24)
C (1.05, 0.44, -1.12)
C (0.50, 1.78, -0.38)
C (-0.84, 1.21, -0.03)
C (-1.67, 1.39, 0.94)
C (-0.91, -0.07, -0.67)
H (0.59, -3.18, 1.31)
H (-0.93, -2.40, 1.78)
H (0.59, -2.46, 3.13)
H (0.93, -0.13, 1.73)
H (2.07, -1.12, 1.04)
H (0.83, -1.69, -0.73)
H (2.15, 0.23, -1.61)
H (0.69, 2.63, -1.13)
H (1.16, 1.61, 0.52)
H (-1.93, 2.40, 1.39)
H (-2.49, 0.55, 1.17)
H (-1.77, -0.89, -0.51)
H (-0.13, -0.86, -2.33)
N (-0.22, 0.12, -2.07)


Below is the molecule C8H13N, with properties calculated with ωB97M-V/def2-TZVPD.

Values from the calculation:
LUMO = 1.09 eV
HOMO level = -8.59 eV
Frontier orbital gap = 9.68 eV
Energy above the lowest of the compared OMol25 structures with the same formula, charge and spin = 207.8 kcal/mol
Multiplicity = 1
Structure (SMILES) = CN1C[C@@]12CC[C@@H]1C[C@H]12

Cartesian coordinates (Å):
C (-2.11, 1.15, -0.55)
C (-1.75, -0.79, 0.80)
C (-0.48, -0.50, 0.34)
C (0.41, -1.68, -0.20)
C (1.84, -0.86, -0.61)
C (1.37, 0.50, -0.49)
C (1.64, 1.47, 0.47)
C (0.65, 0.33, 0.91)
H (-2.30, 1.52, 0.54)
H (-3.09, 1.27, -1.09)
H (-1.39, 2.03, -1.17)
H (-2.39, -1.68, 0.77)
H (-1.93, -0.19, 1.58)
H (0.66, -2.72, 0.47)
H (-0.54, -2.13, -0.88)
H (2.16, -1.11, -1.57)
H (2.75, -1.09, 0.09)
H (0.61, 0.69, -1.24)
H (1.45, 2.48, 0.04)
H (2.69, 1.98, 0.95)
H (1.30, -0.51, 1.33)
N (-1.56, -0.18, -0.48)


Below is a cluster of 2 separate species, C8H13N2 in total, with properties calculated with ωB97M-V/def2-TZVPD.

Values from the calculation:
LUMO = -4.06 eV
HOMO level = -13.10 eV
Frontier orbital gap = 9.05 eV
Energy above the lowest of the compared OMol25 structures with the same formula, charge and spin = 70.3 kcal/mol
Multiplicity = 1
Charge = +1

Cartesian coordinates (Å):
C (-1.85, 1.79, -0.18)
C (-2.57, 0.98, -1.06)
C (-1.10, 1.15, 0.74)
C (-1.03, -0.23, 0.83)
C (-2.48, -0.41, -1.01)
C (3.23, 1.00, 0.61)
C (-1.77, -2.38, 0.21)
C (1.94, 0.95, -0.06)
N (-1.76, -0.96, -0.01)
N (1.21, -0.04, -0.35)
H (-1.79, 2.86, -0.09)
H (-3.31, 1.36, -1.94)
H (-0.46, 1.81, 1.52)
H (-0.28, -0.65, 1.50)
H (3.65, 1.98, 0.39)
H (-3.10, -1.04, -1.67)
H (2.91, 0.97, 1.63)
H (-1.93, -2.95, -0.74)
H (-0.84, -2.82, 0.79)
H (-2.52, -2.79, 0.80)
H (1.54, 1.98, -0.14)
H (3.99, 0.13, 0.48)
H (1.54, -0.89, -0.14)


Below is the ion C8H13N2 with charge +1, with properties calculated with ωB97M-V/def2-TZVPD.

Values from the calculation:
LUMO = -5.63 eV
HOMO level = -14.41 eV
Frontier orbital gap = 8.78 eV
Energy above the lowest of the compared OMol25 structures with the same formula, charge and spin = 108.9 kcal/mol
Multiplicity = 1
Charge = +1
Structure (SMILES) = C=[N+]1N=CC=C1C(C)(C)C

Cartesian coordinates (Å):
C (-0.60, 0.24, -2.24)
C (-1.11, -0.91, -3.05)
C (-0.38, -0.15, -0.99)
C (-0.38, -2.76, -0.34)
C (1.67, -0.11, 0.40)
C (-0.52, -0.15, 1.62)
C (-0.04, 1.92, 0.12)
C (0.14, 0.34, 0.27)
N (-1.18, -2.02, -2.39)
N (-0.70, -1.83, -1.16)
H (-0.52, 1.30, -2.59)
H (-1.28, -0.88, -4.17)
H (-0.51, -3.80, -0.69)
H (-0.28, -2.44, 0.74)
H (2.18, 0.21, -0.55)
H (2.24, 0.47, 1.11)
H (1.84, -1.13, 0.50)
H (0.19, -0.35, 2.46)
H (-1.20, -0.98, 1.57)
H (-1.12, 0.73, 1.95)
H (0.29, 2.24, 1.12)
H (-1.12, 2.01, -0.11)
H (0.86, 2.23, -0.49)


Below is a structure of composition C8H13N2O2, with properties calculated with ωB97M-V/def2-TZVPD.

Values from the calculation:
LUMO (spin up / spin down) = -7.60 / -7.60 eV
HOMO level (spin up / spin down) = -13.77 / -13.77 eV
Frontier orbital gap (spin up / spin down) = 6.17 / 6.17 eV
Energy above the lowest of the compared OMol25 structures with the same formula, charge and spin = 171.3 kcal/mol
Multiplicity = 1
Charge = +1

Cartesian coordinates (Å):
C (0.60, 2.47, -0.69)
C (-0.75, 0.98, -1.04)
C (-0.45, 2.26, -1.58)
C (-1.07, 3.20, -2.53)
C (1.73, -1.06, 0.80)
C (-0.19, -0.08, 2.24)
C (-0.79, -1.64, 0.45)
C (0.26, -0.53, 0.84)
N (1.02, 1.60, 0.08)
N (0.13, 0.50, -0.14)
O (0.40, 1.10, 2.56)
O (-0.42, -2.27, -0.70)
H (-1.66, 0.38, -1.47)
H (-2.09, 3.37, -2.25)
H (-1.00, 2.84, -3.55)
H (-0.55, 4.14, -2.74)
H (1.97, -1.50, 1.71)
H (2.38, -0.21, 0.77)
H (1.80, -1.68, -0.07)
H (0.17, -0.92, 2.91)
H (-1.25, 0.16, 2.37)
H (-1.65, -0.93, 0.23)
H (-0.99, -2.28, 1.26)
H (1.38, 0.97, 2.58)
H (-0.11, -3.21, -0.71)